Entry 1:
{
  "formula": "C56H39BrCl5KN3O3P2S3",
  "method": "the ωB97M-V functional and the def2-TZVPD basis",
  "symbols": ["K", "O", "S", "C", "C", "C", "C", "C", "C", "P", "C", "C", "C", "C", "C", "C", "C", "C", "C", "C", "C", "C", "C", "C", "C", "C", "C", "C", "P", "C", "C", "C", "C", "C", "C", "C", "C", "C", "C", "C", "C", "H", "H", "H", "H", "H", "H", "H", "H", "H", "H", "H", "H", "H", "H", "H", "H", "H", "H", "H", "H", "H", "H", "H", "H", "H", "H", "H", "H", "C", "C", "N", "C", "C", "S", "C", "C", "S", "C", "N", "C", "H", "H", "H", "H", "H", "H", "H", "H", "Cl", "C", "C", "C", "Cl", "C", "Cl", "C", "Cl", "C", "Cl", "Br", "C", "C", "N", "C", "C", "C", "C", "O", "O", "H", "H", "H"],
  "coordinates": [[-0.30, 0.83, -0.42], [1.56, -0.26, 0.78], [1.43, -1.74, 1.02], [2.85, -2.48, 0.20], [4.09, -2.65, 0.78], [5.15, -3.11, 0.01], [4.95, -3.38, -1.33], [3.71, -3.16, -1.92], [2.63, -2.70, -1.18], [1.03, -2.02, -1.88], [1.37, -1.96, -3.67], [2.28, -1.00, -4.13], [2.47, -0.79, -5.48], [1.73, -1.53, -6.40], [0.83, -2.48, -5.96], [0.65, -2.70, -4.60], [-0.06, -3.48, -1.69], [0.38, -4.79, -1.82], [-0.49, -5.85, -1.61], [-1.81, -5.60, -1.25], [-2.26, -4.29, -1.13], [-1.39, -3.24, -1.35], [1.73, -1.91, 2.78], [2.36, -3.04, 3.28], [2.62, -3.16, 4.64], [2.24, -2.13, 5.49], [1.53, -1.05, 4.99], [1.22, -0.93, 3.64], [-0.07, 0.31, 3.08], [-0.11, 1.47, 4.50], [0.82, 2.51, 4.46], [0.80, 3.51, 5.42], [-0.16, 3.49, 6.43], [-1.09, 2.46, 6.47], [-1.07, 1.46, 5.51], [-1.56, -0.73, 3.41], [-2.75, -0.27, 2.84], [-3.94, -0.96, 3.02], [-3.95, -2.14, 3.76], [-2.77, -2.62, 4.31], [-1.59, -1.92, 4.14], [4.25, -2.40, 1.82], [6.12, -3.25, 0.46], [5.77, -3.74, -1.94], [3.58, -3.32, -2.98], [2.83, -0.39, -3.41], [3.16, -0.03, -5.82], [1.85, -1.35, -7.46], [0.23, -3.03, -6.67], [-0.10, -3.40, -4.26], [1.41, -4.99, -2.09], [-0.14, -6.87, -1.71], [-2.49, -6.42, -1.09], [-3.29, -4.09, -0.88], [-1.74, -2.22, -1.31], [2.67, -3.83, 2.61], [3.12, -4.03, 5.02], [2.46, -2.19, 6.55], [1.16, -0.30, 5.68], [1.54, 2.56, 3.65], [1.53, 4.31, 5.37], [-0.18, 4.28, 7.17], [-1.85, 2.45, 7.24], [-1.80, 0.66, 5.54], [-2.75, 0.62, 2.23], [-4.84, -0.60, 2.55], [-4.87, -2.69, 3.88], [-2.77, -3.54, 4.87], [-0.68, -2.31, 4.57], [3.61, 1.28, -1.13], [3.26, 2.54, -0.41], [2.12, 2.74, 0.18], [2.07, 4.01, 0.71], [3.19, 4.76, 0.54], [4.35, 3.87, -0.34], [0.85, 4.45, 1.42], [0.66, 5.67, 1.98], [-0.91, 5.76, 2.64], [-1.21, 4.15, 2.13], [-0.22, 3.59, 1.51], [-2.51, 3.47, 2.39], [2.87, 0.52, -0.88], [4.60, 0.92, -0.84], [3.62, 1.45, -2.21], [3.37, 5.77, 0.86], [1.34, 6.50, 2.01], [-3.31, 4.20, 2.53], [-2.44, 2.86, 3.29], [-2.75, 2.85, 1.53], [-3.55, -0.09, -0.46], [-3.70, 1.62, -1.01], [-2.58, 2.40, -0.99], [-2.77, 3.68, -1.44], [-1.36, 4.80, -1.47], [-3.99, 4.19, -1.87], [-4.16, 5.83, -2.41], [-5.10, 3.35, -1.85], [-6.64, 3.94, -2.36], [-4.96, 2.04, -1.42], [-6.34, 0.99, -1.39], [-2.31, 0.83, -8.69], [-1.59, 1.07, -6.95], [-0.70, 2.10, -6.73], [-0.15, 2.33, -5.54], [-0.48, 1.51, -4.55], [-1.36, 0.44, -4.68], [-1.94, 0.22, -5.92], [-1.65, -0.51, -3.52], [-2.49, -1.40, -3.71], [-0.92, -0.36, -2.50], [-0.42, 2.76, -7.54], [-0.03, 1.70, -3.58], [-2.63, -0.60, -6.04]],
  "mulliken_charge": [1.61, -0.46, 0.96, 0.45, -0.75, -0.84, -0.86, -0.17, -0.68, 2.02, 0.42, -0.16, -0.73, -0.52, -0.70, -0.57, 0.63, -0.59, -0.71, -0.56, -0.73, -0.16, 0.42, -0.85, -0.83, -0.91, -0.42, -0.69, 0.87, 0.21, -0.62, -0.50, -0.60, -0.69, -0.14, 0.39, -0.23, -0.72, -0.78, -0.77, -0.17, 0.59, 0.42, 0.42, 0.53, 0.19, 0.39, 0.40, 0.39, 0.34, 0.35, 0.41, 0.36, 0.52, -0.10, 0.70, 0.41, 0.40, 0.41, 0.42, 0.40, 0.37, 0.41, 0.43, 0.28, 0.50, 0.37, 0.44, 0.24, -0.88, 0.38, 0.52, -0.16, -0.87, -0.31, -0.45, -0.40, -0.31, 0.21, 0.90, -0.35, -0.25, 0.50, 0.40, 0.43, 0.44, 0.61, 0.16, -0.48, -0.07, 1.16, -1.32, 0.35, -0.25, -0.21, -0.23, 0.39, -0.24, -0.31, -0.22, -0.23, 0.06, -0.44, -0.61, -0.69, 0.40, -0.50, -0.40, -0.86, 0.33, 0.38, 0.99, 0.62],
  "multiplicity": 1,
  "total_charge": -1,
  "largest_force_ev_per_a": 1.0,
  "homo_ev": -5.0,
  "homo_lumo_gap_ha": 0.251,
  "lumo_energy_ev": 1.82
}

***

Entry 2:
{
  "formula": "C4H11NO",
  "method": "the ωB97M-V functional and the def2-TZVPD basis",
  "symbols": ["C", "N", "C", "C", "C", "O", "H", "H", "H", "H", "H", "H", "H", "H", "H", "H", "H"],
  "coordinates": [[-0.21, -2.57, 0.86], [0.47, -1.48, 0.07], [-0.34, -0.13, 0.13], [0.35, 1.05, -0.81], [-0.28, 2.37, -0.47], [1.78, 1.02, -0.49], [0.33, -3.58, 0.75], [-0.19, -2.30, 1.93], [-1.26, -2.52, 0.58], [0.28, -1.87, -0.90], [-0.42, 0.20, 1.16], [-1.37, -0.21, -0.22], [0.28, 0.85, -1.89], [0.27, 3.17, -0.97], [-0.16, 2.62, 0.56], [-1.33, 2.48, -0.78], [1.79, 0.89, 0.48]],
  "mulliken_charge": [-0.78, -0.37, -0.97, 0.27, -1.37, -0.53, 0.26, 0.26, 0.33, 0.24, 0.46, 0.48, 0.32, 0.35, 0.33, 0.35, 0.36],
  "multiplicity": 1,
  "smiles": "CNC[C@@H](C)O",
  "total_charge": 0,
  "largest_force_ev_per_a": 3.4,
  "homo_ev": -9.2,
  "homo_lumo_gap_ha": 0.376,
  "lumo_energy_ev": 1.02
}

***

Entry 3:
{
  "formula": "C12H19CeNSi",
  "method": "the ωB97M-V functional and the def2-TZVPD basis",
  "symbols": ["C", "C", "C", "C", "C", "Ce", "N", "C", "C", "H", "H", "H", "H", "H", "H", "H", "H", "H", "H", "C", "Si", "C", "C", "C", "C", "H", "H", "H", "H", "H", "H", "H", "H", "H"],
  "coordinates": [[-0.88, 1.19, -4.06], [0.52, 0.96, -4.30], [1.27, 1.73, -3.34], [0.34, 2.43, -2.51], [-0.99, 2.09, -2.94], [-0.14, -0.27, -1.93], [-1.92, -0.79, -1.46], [0.13, -2.78, -2.15], [1.13, -2.23, -2.92], [2.36, 1.80, -3.29], [0.95, 0.34, -5.09], [0.59, 3.13, -1.71], [-1.92, 2.49, -2.53], [-1.71, 0.76, -4.63], [1.02, -2.12, -4.01], [-0.86, -3.02, -2.56], [-2.85, -0.97, -1.05], [2.14, -2.07, -2.53], [0.27, -2.96, -1.07], [1.54, -0.90, 3.99], [0.00, 0.01, 3.42], [-1.55, -0.89, 3.97], [0.00, 1.79, 4.00], [0.17, 0.10, 1.58], [0.42, 0.17, 0.36], [1.65, -0.96, 5.08], [2.43, -0.38, 3.59], [1.54, -1.92, 3.59], [-1.66, -0.96, 5.06], [-2.44, -0.38, 3.57], [-1.54, -1.92, 3.58], [0.89, 2.29, 3.60], [-0.90, 2.30, 3.60], [0.00, 1.91, 5.09]],
  "mulliken_charge": [-0.46, -0.54, -0.54, -0.53, -0.42, 0.17, -0.26, -0.44, -0.62, 0.40, 0.50, 0.43, 0.38, 0.39, 0.26, 0.22, 0.05, 0.26, 0.25, -0.95, 0.06, -0.90, -0.96, 0.16, -0.46, 0.31, 0.27, 0.27, 0.29, 0.28, 0.27, 0.27, 0.28, 0.30],
  "multiplicity": 2,
  "s2": 0.767,
  "total_charge": -1,
  "largest_force_ev_per_a": 3.2,
  "homo_ev": [-2.7, -4.0],
  "homo_lumo_gap_ha": [0.206, 0.257],
  "lumo_energy_ev": [2.94, 2.93]
}

***

Entry 4:
{
  "formula": "C3H16NO4",
  "method": "the ωB97M-V functional and the def2-TZVPD basis",
  "symbols": ["C", "C", "C", "N", "H", "H", "H", "H", "H", "H", "H", "H", "H", "H", "O", "H", "H", "O", "H", "H", "O", "H", "H", "O"],
  "coordinates": [[-2.20, 1.56, 0.48], [-2.38, 0.22, 1.14], [-2.84, -1.53, -0.42], [-1.98, -0.86, 0.22], [-1.32, 1.62, -0.17], [-3.05, 1.81, -0.16], [-2.04, 2.38, 1.18], [-1.78, 0.18, 2.06], [-3.39, -0.01, 1.45], [-2.48, -2.22, -1.18], [-3.89, -1.60, -0.15], [-0.97, -0.90, -0.15], [4.60, 0.54, 2.09], [4.56, 1.93, 1.45], [4.42, 1.00, 1.27], [2.21, -3.06, -1.55], [2.53, -2.21, -2.80], [1.81, -2.55, -2.26], [1.81, 2.54, -0.23], [2.51, 1.24, 0.25], [1.65, 1.65, 0.11], [0.98, -1.22, -1.34], [0.82, 0.16, -0.52], [0.41, -0.69, -0.76]],
  "mulliken_charge": [-0.96, -0.41, -0.09, 0.15, 0.24, 0.33, 0.34, 0.27, 0.34, 0.26, 0.25, 0.30, 0.33, 0.33, -0.66, 0.34, 0.34, -0.71, 0.31, 0.33, -0.68, 0.36, 0.36, -0.68],
  "multiplicity": 1,
  "total_charge": 1,
  "largest_force_ev_per_a": 1.4,
  "homo_ev": -14.7,
  "homo_lumo_gap_ha": 0.401,
  "lumo_energy_ev": -3.75
}